1.
Entry from the OMol25 dataset: a 2-piece molecular cluster, C2HBrFO2 overall at a distorted geometry (ωB97M-V with the def2-TZVPD basis set).

```
7
Properties=species:S:1:pos:R:3
C 0.187 1.637 -0.293
C 0.426 -1.375 0.308
O -0.640 2.013 -1.030
O 1.026 1.414 0.457
F 0.008 -0.651 -1.015
Br -1.157 -2.584 0.668
H 0.151 -0.453 0.906
```

Output
charge: -1
Kohn-Sham gap: 6.5 eV
E: -2901.17432 Eh
relative energy (zero: lowest compared OMol25 entry of this formula, charge and spin): 37.89 kcal per mole
M: 155.9 g mol⁻¹

2.
Entry from the OMol25 dataset: a 13-piece molecular cluster, C51H96Br2N8O4 overall at a distorted geometry (ωB97M-V with the def2-TZVPD basis set).

```
161
Properties=species:S:1:pos:R:3
C 9.333 -10.781 23.081
C 8.453 -10.592 21.905
N 8.995 -5.802 21.362
C 7.844 -5.454 20.418
C 8.859 -6.450 22.473
C 7.583 -6.448 23.273
C 10.216 -5.847 20.694
C 10.740 -4.543 20.158
O 11.743 -4.315 19.570
C 12.244 -0.142 19.669
H 10.250 -10.153 23.198
H 9.588 -11.838 23.088
H 8.730 -10.881 23.979
H 7.539 -11.095 22.062
H 8.606 -9.953 21.052
H 8.094 -5.459 19.360
H 7.446 -4.409 20.602
H 7.162 -6.246 20.657
H -2.492 5.636 27.657
H 9.760 -6.854 23.040
H 6.871 -7.208 23.007
H 7.090 -5.443 23.093
H 7.935 -6.635 24.268
H 10.295 -6.564 19.904
H 10.952 -6.294 21.376
H 10.090 -3.687 20.504
H 3.450 3.131 25.490
H 13.177 -0.464 20.093
H 11.716 0.538 20.290
H 11.793 -0.327 18.709
C 2.209 15.962 20.101
C 3.687 15.474 20.317
N 4.814 16.235 20.104
C 4.836 16.994 18.851
C 4.933 17.444 21.275
C 4.767 17.008 22.620
C 6.115 15.393 20.243
C 6.263 14.263 19.320
O 5.253 13.352 19.569
C 4.824 12.193 18.768
H 1.831 16.287 19.150
H 2.073 16.902 20.768
H 1.434 15.292 20.550
H 3.946 14.613 19.422
H 3.687 15.000 21.318
H 4.009 17.739 18.775
H 4.755 16.366 17.925
H 5.711 17.602 18.769
H 4.105 18.118 20.866
H 5.883 17.796 21.082
H 5.172 17.884 23.239
H 5.430 16.139 22.881
H 3.788 16.760 23.005
H 6.085 15.060 21.294
H 6.910 16.121 20.017
H 7.369 13.768 19.523
H 6.383 14.420 18.199
H 4.168 12.588 17.874
H 4.306 11.561 19.481
H 5.708 11.838 18.073
C 2.896 2.007 14.522
C 2.193 1.659 15.789
N 2.477 2.538 17.089
C 3.837 1.969 17.605
C 2.564 3.978 16.924
C 2.873 4.773 18.172
C 1.514 2.195 18.119
C 0.863 0.785 18.217
O 1.827 -0.184 18.493
C 1.935 -0.597 19.855
H 2.509 1.205 13.854
H 3.933 1.791 14.666
H 2.613 2.994 14.094
H 2.438 0.607 15.986
H 1.139 1.669 15.639
H 4.651 2.156 16.895
H 3.698 0.944 17.774
H 3.990 2.510 18.535
H 1.568 4.233 16.551
H 3.309 4.134 16.165
H 1.964 4.727 18.784
H 2.946 5.763 17.785
H 3.716 4.467 18.783
H 0.667 2.923 18.153
H 1.999 2.289 19.091
H 0.231 0.567 17.337
H 0.121 0.946 19.014
H 1.120 -1.137 20.278
H 2.134 0.253 20.529
H 2.785 -1.265 19.837
C 8.701 8.362 25.068
C 9.424 7.742 26.217
O 10.616 7.453 26.240
N 8.768 7.470 27.367
H 7.610 2.354 20.730
H 7.741 7.694 27.447
C 9.426 7.391 28.701
H 7.909 9.147 25.258
H 8.495 7.596 24.338
H 9.577 8.819 24.545
H 9.816 6.393 28.976
H 8.571 7.556 29.455
H 10.153 8.214 28.742
C 14.561 1.171 28.590
N 13.872 0.419 29.655
C 13.848 -0.932 29.618
C 13.204 -1.628 30.547
C 12.545 -0.984 31.666
C 12.766 0.375 31.749
C 13.374 1.065 30.687
C 11.707 -1.693 32.601
C 11.996 -3.010 32.922
C 11.265 -3.639 33.881
N 10.131 -3.024 34.450
C 9.783 -1.758 34.083
C 10.568 -1.068 33.142
C 9.389 -3.660 35.523
H 15.546 0.721 28.457
H 14.642 2.244 28.679
H 13.966 0.956 27.685
H 14.197 -1.440 28.718
H 12.928 -2.673 30.291
H 12.369 1.107 32.430
H 13.326 2.131 30.556
H 12.919 -3.470 32.647
H 11.512 -4.582 34.294
H 9.140 -1.285 34.830
H 10.456 -0.017 32.914
H 9.908 -4.571 35.819
H 8.374 -3.837 35.133
H 9.272 -3.112 36.431
C 13.693 10.275 35.305
N 14.451 9.853 34.137
C 14.270 10.540 32.977
C 14.794 9.987 31.824
C 15.620 8.820 31.961
C 15.964 8.334 33.186
C 15.359 8.855 34.278
C 15.477 8.001 30.747
C 14.876 6.783 30.984
C 14.050 6.266 30.074
N 13.982 6.833 28.874
C 14.711 7.921 28.486
C 15.451 8.528 29.470
C 12.822 6.264 28.066
H 12.830 10.811 34.930
H 14.281 10.870 36.007
H 13.397 9.359 35.797
H 13.791 11.519 33.013
H 14.481 10.330 30.828
H 16.589 7.475 33.254
H 15.479 8.335 35.196
H 15.011 6.302 31.959
H 13.558 5.360 30.245
H 14.640 8.338 27.456
H 15.835 9.546 29.219
H 13.113 5.587 27.311
H 12.258 7.052 27.544
H 12.186 5.769 28.774
Br 5.182 4.540 22.814
Br 11.579 3.426 32.300
```

Output
charge: +6
Kohn-Sham gap: 0.8 eV
E: -7884.71806 Eh
M: 1045.2 g mol⁻¹

3.
Entry from the OMol25 dataset: a 2-piece molecular cluster, C3H8ClNS overall at a distorted geometry (ωB97M-V with the def2-TZVPD basis set).

```
14
Properties=species:S:1:pos:R:3
C -1.400 0.917 0.570
C -0.379 -1.071 -0.743
C -0.171 0.287 -0.201
N 0.885 0.337 0.767
S 2.757 -0.585 -0.467
Cl 3.935 0.924 0.054
H -1.693 0.128 1.169
H -1.242 1.733 1.356
H -2.247 1.150 -0.180
H -1.234 -1.093 -1.424
H -0.729 -1.715 0.069
H 0.424 -1.449 -1.409
H 0.174 0.841 -1.023
H 0.921 -0.404 1.463
```

Output
Kohn-Sham gap (spin up / spin down): 7.7 / 7.6 eV
E: -1032.12129 Eh
relative energy (zero: lowest compared OMol25 entry of this formula, charge and spin): 71.17 kcal per mole
M: 125.6 g mol⁻¹

Which of these has the lowest E?
C51H96Br2N8O4

Which value of E does entry 2 give?
-7884.71806 Eh

Number 3 is which compound?
C3H8ClNS

The highest E belongs to which entry?
C3H8ClNS